40
Properties=species:S:1:pos:R:3:forces:R:3 method="wB97M-V/def2-TZVPD" smiles="CNC(=O)CNC(=O)[C@@H](CCCCN)NC(C)=O" homo_lumo_gap_ev=10.0 lumo_energy_ev=0.614 charge=0 de_lowest_kcal_mol=23.84
C -0.247 3.942 -0.173 0.4 -1.5 0.7
N 0.150 3.216 1.117 2.1 0.0 -1.0
C -0.656 2.412 1.836 -3.2 0.7 -0.1
O -1.903 2.612 1.815 2.4 -1.0 0.1
C -0.083 1.241 2.691 -1.1 0.8 0.1
N 0.239 0.089 1.877 -1.5 -0.6 0.2
C 1.368 -0.037 1.193 3.7 2.7 -1.5
O 2.281 0.865 1.056 -3.2 -2.3 1.2
C 1.590 -1.394 0.598 -0.2 -1.9 0.9
C 0.214 -2.146 0.170 1.0 1.0 -0.9
C -0.386 -1.497 -1.106 -1.3 0.7 1.1
C -1.844 -2.025 -1.496 2.1 -0.1 -0.4
C -2.959 -1.196 -0.983 -1.8 1.3 0.1
N -3.176 -1.282 0.495 -1.1 -0.6 -0.4
N 2.747 -1.544 -0.297 -0.7 -0.7 1.7
C 3.050 -0.926 -1.461 -2.3 1.2 1.1
C 2.480 0.427 -1.719 -1.1 1.4 -2.1
O 3.606 -1.513 -2.325 2.3 -1.3 -1.9
H -0.129 3.198 -0.975 0.1 0.2 0.1
H 0.541 4.686 -0.302 -0.6 0.3 -0.1
H -1.293 4.292 -0.293 0.9 0.0 1.0
H 1.199 3.008 1.142 -2.1 0.1 0.0
H 0.728 1.602 3.327 0.3 -0.4 -0.4
H -0.899 0.920 3.368 0.4 0.4 -0.5
H -0.533 -0.612 1.693 1.4 1.4 0.5
H 1.953 -1.972 1.485 -0.5 0.4 -0.4
H 0.521 -3.168 0.025 0.0 -0.5 -0.4
H -0.587 -2.213 0.920 0.5 0.3 0.2
H -0.506 -0.379 -0.858 0.3 -1.4 -0.6
H 0.303 -1.626 -1.940 -0.1 0.1 0.0
H -1.915 -3.085 -1.168 -0.1 0.5 -0.6
H -1.930 -1.857 -2.593 0.2 -0.9 0.5
H -3.922 -1.443 -1.562 1.2 0.1 0.8
H -2.732 -0.167 -1.311 -0.2 -0.1 0.5
H -3.528 -0.427 0.954 0.4 -0.3 -0.8
H -3.978 -1.944 0.552 1.0 0.5 0.6
H 3.300 -2.385 -0.133 -0.5 0.3 -0.3
H 2.896 1.323 -1.246 0.2 -0.7 0.3
H 1.364 0.488 -1.545 1.3 -0.2 -0.2
H 2.677 0.518 -2.831 -0.5 0.2 1.2


43
Properties=species:S:1:pos:R:3:forces:R:3 method="wB97M-V/def2-TZVPD" homo_lumo_gap_ev=8.8 lumo_energy_ev=-0.171 charge=0 de_lowest_kcal_mol=145.19
C 1.609 1.074 -0.043 -3.2 0.6 -1.7
C 1.376 -0.380 -0.728 0.8 1.8 -3.3
C 2.697 1.880 -0.698 -2.1 -0.6 -2.5
C 4.059 1.791 -0.086 3.0 1.8 -0.7
C 4.927 0.483 -0.352 0.6 0.0 0.6
C -0.313 -0.901 0.896 -2.9 0.7 0.6
C -0.201 -0.896 2.560 0.2 -2.0 0.4
C -1.657 -1.578 0.300 4.2 -3.2 0.9
C -2.282 -1.402 -1.027 -0.3 -2.1 -3.2
C -2.797 -0.110 -1.508 1.3 2.1 -1.8
C -5.161 -0.259 -0.865 0.1 0.8 1.7
H 2.221 2.042 1.502 -1.8 -0.6 0.8
H 2.801 0.734 1.327 0.4 -1.5 1.2
H 0.615 1.707 -0.073 1.5 -1.5 -1.0
H 2.241 2.891 -0.645 1.1 -0.2 -0.6
H 2.530 1.373 -1.719 1.4 1.6 0.6
H 4.102 2.161 0.989 -0.1 -1.0 -1.0
H 4.735 2.653 -0.539 -1.3 -1.7 0.4
H 6.254 -0.674 0.655 0.4 0.3 0.2
H 6.134 1.028 1.227 -0.9 -2.6 -0.6
H 0.880 -2.205 -0.225 -0.3 0.7 0.3
H -0.615 0.074 0.601 0.5 1.6 0.3
H -1.325 -2.671 0.321 -0.9 0.9 0.2
H -2.346 -1.471 1.059 -1.6 0.2 1.7
H -3.142 -2.145 -1.066 0.5 1.0 0.5
H -1.834 -1.779 -1.998 1.1 0.0 1.6
H -1.984 0.834 -1.350 -1.7 -2.7 -1.4
H -3.253 -0.309 -2.559 1.8 0.9 1.1
H -3.618 0.657 0.147 -0.7 -0.1 -1.0
H -4.808 -1.107 -2.401 0.1 -0.3 -1.2
H -6.941 -0.437 0.256 1.4 0.3 -0.5
H -5.503 -0.066 1.093 -0.4 0.2 -0.1
H 1.200 0.249 2.096 0.9 -0.3 2.4
N 1.847 1.069 1.350 2.6 1.0 0.3
N 5.659 0.123 0.850 -0.4 2.5 -1.1
N 0.830 -1.232 0.123 0.5 -2.8 0.2
N -3.885 0.352 -0.810 -2.9 1.6 4.0
N -5.588 -0.969 -1.792 -0.5 -1.2 -1.4
N -6.005 0.012 0.213 0.1 0.4 1.0
O 1.627 -0.642 -1.947 -0.2 1.2 4.2
O 5.029 -0.113 -1.411 -0.7 1.0 1.9
O -1.077 -1.400 3.253 0.8 1.0 -1.4
O 0.964 -0.442 3.028 -2.2 0.2 -2.4


35
Properties=species:S:1:pos:R:3:forces:R:3 method="wB97M-V/def2-TZVPD" homo_lumo_gap_ev=4.8 lumo_energy_ev=-4.895 charge=+1 de_lowest_kcal_mol=114.65
C -3.340 5.061 3.307 -1.6 -0.9 -1.1
C -2.000 5.470 3.624 1.1 -3.0 3.9
C -4.203 5.247 2.285 1.2 -0.2 3.2
C -4.591 4.307 5.475 1.0 2.1 -2.1
C -4.241 4.030 3.977 0.9 -0.8 0.7
C -5.244 4.401 2.852 -0.6 -1.8 0.5
C -5.743 3.296 1.967 0.7 -1.0 1.7
C 3.872 -6.033 -4.801 1.0 0.5 0.1
C 5.987 -4.807 -5.739 -0.4 2.4 -3.5
C 5.433 -6.086 -5.184 -2.2 1.6 -0.1
C 6.201 -6.342 -4.041 -0.6 -2.2 4.8
N 7.373 -5.913 -3.788 1.0 0.8 -1.5
S -5.451 2.944 6.272 1.5 -1.4 -0.7
H -1.606 6.070 2.916 1.2 3.0 -1.8
H -1.913 5.764 4.762 0.2 -0.1 -2.4
H -4.575 1.883 5.745 -1.5 1.8 0.9
H -4.242 5.890 1.509 0.1 1.9 -2.7
H -3.600 4.699 5.909 -1.7 -0.9 0.1
H -5.264 5.211 5.310 0.5 -1.1 1.2
H -3.859 2.983 3.913 -0.1 0.6 -0.2
H -6.044 4.871 3.375 -1.0 0.9 -0.1
H -6.519 2.730 2.453 -0.2 -0.5 0.4
H -4.923 2.643 1.685 0.1 -0.2 0.0
H -6.169 3.638 1.098 -1.0 1.1 -2.2
H 3.510 -4.958 -4.808 0.4 -1.4 -0.1
H 3.733 -6.431 -3.774 -0.1 0.1 -0.7
H 3.348 -6.662 -5.528 -0.2 0.4 0.3
H 6.657 -4.969 -6.656 -0.7 0.1 1.4
H 5.107 -4.172 -6.237 2.1 -1.0 1.5
H 6.593 -4.295 -4.956 -1.2 0.6 -1.1
H 5.644 -6.831 -5.895 -0.1 -1.5 -1.0
H 5.699 -6.875 -3.121 1.1 0.8 -1.9
H 7.766 -5.945 -2.883 0.5 -0.5 1.1
H -1.325 4.559 3.472 -0.8 0.7 0.7
H 7.927 -5.381 -4.492 -0.6 -0.6 0.7


45
Properties=species:S:1:pos:R:3:forces:R:3 method="wB97M-V/def2-TZVPD" homo_lumo_gap_ev=7.0 lumo_energy_ev=2.355 charge=-1
C 3.109 2.555 1.013 -0.7 0.6 -0.1
C 2.824 3.322 -0.288 0.7 -0.4 0.0
C 2.672 2.429 -1.522 -0.3 1.1 0.5
C 1.268 2.058 -1.980 0.7 -1.7 -1.5
N 0.592 3.177 -2.615 -0.3 0.3 0.8
O 1.550 1.111 -3.060 -0.1 0.1 0.0
B 1.309 -0.245 -2.635 0.6 0.5 0.5
I -0.387 -1.139 -3.912 -0.6 -0.4 -0.6
C 2.647 -1.135 -2.795 -0.2 -0.4 0.4
O 2.520 -2.420 -2.183 -0.3 0.2 0.1
O 3.382 -3.345 -2.831 0.3 -0.5 -0.3
O 0.764 -0.167 -1.284 1.1 -0.2 0.5
C 0.348 1.143 -1.145 -2.1 0.9 -0.5
P -0.158 1.612 0.559 1.3 0.0 1.4
C -1.056 0.132 1.157 -0.2 0.2 -0.9
O -1.359 2.759 0.310 -0.1 -0.4 -0.1
H 2.798 1.530 0.921 0.1 -0.5 0.0
H 2.492 2.963 1.800 -0.1 0.1 0.5
H 4.144 2.630 1.320 0.3 -0.1 0.0
H 1.993 4.007 -0.201 -0.4 0.1 0.1
H 3.693 3.945 -0.474 0.1 0.3 -0.1
H 3.067 2.994 -2.356 0.1 0.0 -0.4
H 3.299 1.556 -1.439 0.0 -0.5 0.2
H -0.405 3.100 -2.444 0.0 0.1 0.1
H 0.694 3.008 -3.607 0.2 0.1 -0.1
H 3.451 -0.609 -2.268 0.2 0.2 0.0
H 2.944 -1.266 -3.831 -0.2 0.0 -0.3
H 4.246 -2.909 -2.855 0.0 0.2 0.2
H -0.604 1.211 -1.712 -0.2 0.2 0.0
H -2.094 0.157 0.831 -0.2 0.0 -0.1
H -0.605 -0.772 0.768 0.3 -0.2 -0.2
H -1.023 0.090 2.226 0.0 0.1 0.5
H -1.454 3.165 1.184 0.0 0.1 -0.4
O -1.922 -1.493 3.689 -0.1 0.0 0.1
C -2.876 -2.118 3.340 0.1 -0.1 0.2
O -3.953 -1.545 2.745 0.0 0.0 0.0
C -4.980 -2.524 2.527 -0.1 -0.1 -0.1
C -4.261 -3.866 2.524 0.1 -0.1 0.1
C -3.111 -3.609 3.496 -0.3 -0.1 -0.5
H -5.709 -2.445 3.338 0.0 0.0 0.0
H -5.478 -2.309 1.585 0.1 0.1 0.0
H -4.904 -4.698 2.802 0.0 0.0 0.0
H -3.861 -4.067 1.529 0.0 0.0 0.0
H -3.393 -3.809 4.531 0.1 0.0 0.0
H -2.214 -4.165 3.242 0.1 0.1 0.2


48
Properties=species:S:1:pos:R:3:forces:R:3 method="wB97M-V/def2-TZVPD" homo_lumo_gap_ev=3.7 lumo_energy_ev=-8.208 charge=+2 de_lowest_kcal_mol=407.99
Na -3.651 -0.037 0.052 -5.0 2.4 -4.1
Na -2.547 -1.818 2.013 -2.6 -0.7 1.2
Na -2.678 -2.579 -0.318 0.1 -2.1 -2.0
C -0.881 -0.591 -0.177 0.3 0.4 1.7
O -2.128 -0.805 0.425 4.0 -3.0 -0.3
H -0.820 -0.826 -1.239 -0.8 -1.1 2.3
H -0.759 0.483 -0.030 0.5 -0.4 -0.4
H 0.017 -0.991 0.294 -0.7 -0.7 0.2
Br 0.744 2.777 0.870 -1.2 7.3 -12.4
C -0.395 2.600 -0.730 -1.2 1.9 -0.8
C 0.257 3.444 -1.752 -0.2 0.3 -0.5
Br -0.988 3.709 -3.241 0.1 0.1 -0.3
H -1.356 3.074 -0.534 -0.3 -0.1 -0.1
H -0.555 1.550 -0.976 0.4 1.3 0.2
H 1.185 3.048 -2.164 -0.1 0.1 0.1
H 0.388 4.413 -1.271 0.3 0.1 -0.6
Br -0.324 0.113 -2.632 0.5 1.0 -5.0
C -0.685 -0.579 -4.417 0.3 0.0 -1.5
C 0.494 -1.391 -4.822 0.6 -0.4 -0.3
Br 0.506 -1.650 -6.792 0.0 0.1 1.1
H -0.772 0.216 -5.158 -0.6 0.3 0.6
H -1.489 -1.315 -4.445 -0.7 0.9 0.4
H 0.339 -2.362 -4.352 0.9 -0.1 -0.2
H 1.400 -0.872 -4.507 0.2 -0.5 -0.4
Br 1.921 -3.988 1.014 -0.8 -2.2 -1.1
C 1.172 -3.360 2.640 -3.2 -1.5 0.6
C 0.113 -2.367 2.169 1.1 -0.6 0.7
Br -0.973 -1.704 3.648 2.3 -1.0 2.9
H 1.893 -2.773 3.209 -1.3 -1.9 1.2
H 0.710 -4.166 3.209 0.3 -0.2 -0.1
H -0.515 -2.780 1.379 0.1 0.1 0.1
H 0.766 -1.549 1.864 -0.9 0.3 -0.2
Br 1.839 1.563 2.155 9.1 -8.0 9.0
C 2.273 0.346 0.590 0.2 -0.1 0.5
C 3.492 -0.516 0.856 0.3 0.8 0.4
Br 2.986 -1.768 2.279 5.1 5.3 -0.9
H 2.335 1.084 -0.209 0.2 -0.3 -0.1
H 1.399 -0.302 0.526 0.4 0.6 -0.3
H 4.363 0.068 1.151 -0.2 0.0 0.2
H 3.812 -1.099 -0.008 -0.4 -0.1 -0.1
Br -3.732 1.001 2.063 0.1 1.3 3.4
C -1.795 0.973 2.569 0.6 1.6 0.6
C -1.144 2.294 2.198 -3.5 -0.9 2.2
Br -1.883 3.801 3.351 0.7 -1.2 -1.1
H -1.263 0.146 2.098 -0.6 0.6 -0.3
H -1.711 0.843 3.648 -0.6 0.1 -0.1
H -1.286 2.499 1.137 -1.3 0.3 1.1
H -0.078 2.143 2.369 -2.3 -0.2 2.4


Look up the charge of the first one. 0